Computed, not measured: C17H40CeNO2P2 as an isolated structure, with ωB97M-V/def2-TZVPD.

Computed properties:
- E (eV) = -55339.927
- total charge = +3
- 2S+1 = 1
- strongest force on any atom (eV Å⁻¹) = 7.03
- HOMO-LUMO gap (spin up / spin down) (eV) = 6.9 / 7.4

Element x y z (Å)
1 Ce -0.14726 -0.08040 0.39120
2 P 0.09430 -2.27088 -1.18141
3 P 0.38000 2.56774 0.92539
4 N 1.38907 0.62871 -1.54439
5 C 1.70721 -1.85964 -2.04491
6 H 2.42611 -2.65690 -1.79517
7 H 1.50546 -1.94874 -3.12668
8 C 2.38765 -0.49744 -1.73934
9 H 3.02798 -0.56358 -0.83608
10 H 3.05238 -0.22284 -2.58341
11 C 1.99960 2.03745 -1.47685
12 H 1.40432 2.67264 -2.15687
13 H 3.04621 2.00472 -1.83588
14 C 1.99182 2.62976 -0.05000
15 H 2.28438 3.69521 -0.07828
16 H 2.74196 2.09227 0.56164
17 C 0.46334 2.91846 2.74769
18 C 0.64049 1.62973 3.56486
19 H 1.64519 1.20616 3.49456
20 H -0.10125 0.85526 3.30861
21 H 0.48292 1.81577 4.63224
22 C -0.80087 3.63954 0.04758
23 C -2.27915 3.37338 0.41392
24 H -2.88430 3.46077 -0.49795
25 H -2.67492 4.09123 1.14525
26 H -2.45892 2.35806 0.79606
27 C -1.26585 -2.65552 -2.34553
28 C -2.55492 -3.16338 -1.67748
29 H -3.38394 -3.01102 -2.38219
30 H -2.80444 -2.58297 -0.77943
31 H -2.53778 -4.22770 -1.40606
32 C 0.33343 -3.67102 0.00504
33 C -0.76845 -3.78746 1.07585
34 H -0.41911 -4.44412 1.88561
35 H -1.69137 -4.22587 0.67969
36 H -1.04470 -2.83549 1.55573
37 C -2.43263 -0.37559 1.50255
38 C -0.32525 5.09206 0.18540
39 H 0.52437 5.20333 0.87740
40 H 0.01923 5.44551 -0.79494
41 H -1.13609 5.75444 0.51648
42 C -0.77004 -3.45826 -3.55131
43 H -1.51000 -4.20746 -3.85873
44 H -0.61018 -2.75361 -4.38225
45 H 0.18756 -3.96355 -3.38103
46 C 0.55135 -4.96940 -0.76459
47 H 0.75289 -5.78438 -0.05640
48 H -0.32789 -5.25198 -1.35694
49 H 1.41553 -4.90182 -1.43653
50 C -0.76077 3.65848 3.28478
51 H -1.69008 3.09407 3.15572
52 H -0.62674 3.82553 4.36076
53 H -0.88829 4.63554 2.81454
54 H 1.36389 3.54623 2.85311
55 H 1.26802 -3.43060 0.54372
56 H -0.69227 3.33039 -1.00846
57 H -1.51491 -1.64475 -2.71642
58 O -3.45383 -0.54340 2.02690
59 H 0.83230 0.65697 -2.41682
60 H -1.25362 0.57075 -0.96412
61 O 1.70948 -0.74905 1.99275
62 H 1.57122 -1.36429 2.73902
63 H 2.61015 -0.38709 2.14245

Cartesian forces, eV/Å:
Ce 1.7 -0.1 0.9
P 0.0 -0.7 -0.1
P -0.2 0.0 -0.6
N 0.0 0.2 -0.7
C 0.0 -0.3 -0.3
H -0.2 0.2 -0.2
H 0.1 0.1 0.4
C 0.0 0.5 0.1
H -0.4 0.0 -0.4
H -0.3 -0.3 0.5
C -0.5 -0.3 0.2
H 0.4 -0.3 0.3
H -0.6 0.1 0.1
C 0.2 0.1 0.8
H 0.1 -0.4 -0.1
H -0.2 0.4 -0.1
C 0.6 0.1 0.2
C 0.4 -0.2 0.1
H -0.2 0.1 -0.1
H 0.0 0.1 -0.1
H 0.0 0.2 -0.2
C -0.2 -0.3 -0.3
C -0.2 0.1 -0.1
H 0.1 0.1 0.3
H 0.2 -0.3 -0.2
H 0.1 0.1 0.0
C -0.2 0.8 -0.4
C -0.1 -0.1 0.1
H 0.3 -0.1 0.1
H 0.0 -0.1 -0.1
H 0.1 0.3 -0.1
C 0.5 0.2 0.2
C -0.1 -0.3 -0.1
H -0.1 0.2 -0.3
H 0.2 0.2 0.1
H 0.1 0.1 0.0
C -6.3 -0.9 3.0
C 0.2 0.6 -0.4
H -0.3 0.1 -0.1
H -0.1 0.1 0.3
H 0.3 -0.2 -0.1
C 0.3 0.1 -0.6
H 0.2 0.2 0.1
H -0.1 -0.5 0.1
H -0.3 -0.1 0.0
C 0.1 -0.5 0.0
H 0.0 0.2 -0.2
H 0.2 0.1 0.2
H -0.2 -0.1 0.1
C -0.2 0.5 -0.2
H 0.2 0.0 0.0
H 0.0 0.0 -0.3
H 0.0 -0.1 0.1
H -0.3 -0.1 0.2
H -0.1 0.0 -0.2
H 0.1 0.0 0.4
H 0.0 -0.2 0.1
O 4.8 0.8 -2.5
H 0.2 -0.2 0.7
H -0.7 0.3 -0.7
O 0.7 -0.3 0.2
H 0.1 0.2 -0.2
H -0.5 -0.3 -0.1



Computed, not measured: a 5-piece molecular cluster, C17H40Cl4O2S2 overall, with ωB97M-V/def2-TZVPD.

Computed properties:
- E (eV) = -94130.100
- total charge = 0
- 2S+1 = 1
- ΔE to the lowest compared entry with this formula, charge and spin (kJ/mol) = 76.5
- strongest force on any atom (eV Å⁻¹) = 3.42
- HOMO-LUMO gap (eV) = 8.8

Element x y z (Å)
1 C -3.41586 -3.39466 1.39708
2 S -2.45628 -4.63348 0.52306
3 O -1.04138 -4.61435 1.18258
4 C -2.17203 -3.62034 -1.02728
5 H -3.31223 -3.52918 2.47376
6 H -4.39818 -3.45419 0.92847
7 H -3.02412 -2.40108 1.17927
8 H -1.61719 -2.73019 -0.73084
9 H -3.08372 -3.25076 -1.49667
10 H -1.62802 -4.35423 -1.62189
11 C 3.45403 5.21065 -0.07810
12 S 1.70327 5.53520 0.41053
13 O 1.66781 7.00217 0.77654
14 C 0.94344 5.41761 -1.20845
15 H 4.03956 5.06920 0.83033
16 H 3.80354 6.14081 -0.52613
17 H 3.42309 4.42156 -0.82942
18 H 1.58879 5.84765 -1.97441
19 H 0.00228 5.95843 -1.10927
20 H 0.70389 4.41298 -1.55692
21 C -0.06602 0.66342 -0.41830
22 Cl -1.03273 2.03884 -0.96983
23 Cl -0.93743 0.02619 1.02381
24 Cl -0.06660 -0.57246 -1.67055
25 Cl 1.57307 1.14636 0.10115
26 C -4.78477 0.43570 0.98506
27 C -4.67618 0.59568 -0.55020
28 C -5.53122 -0.39327 -1.35278
29 C -5.53501 -0.14491 -2.89208
30 C -4.21237 -0.58026 -3.55403
31 C -3.88503 -0.07471 -4.92213
32 H -5.76834 0.31672 1.43952
33 H -4.38154 1.26720 1.56308
34 H -4.13688 -0.41387 1.20087
35 H -5.04000 1.58778 -0.81752
36 H -3.62548 0.56119 -0.83821
37 H -6.57929 -0.32036 -1.06242
38 H -5.18000 -1.41156 -1.18593
39 H -6.39892 -0.61773 -3.35922
40 H -5.67395 0.92087 -3.07344
41 H -3.36032 -0.33598 -2.91966
42 H -4.17684 -1.66373 -3.66783
43 H -3.91254 1.01493 -4.92787
44 H -2.85958 -0.31876 -5.19962
45 H -4.53406 -0.31778 -5.76342
46 C 4.96814 -4.31582 1.85461
47 C 5.57770 -2.92354 1.93056
48 C 4.64954 -1.77365 2.38574
49 C 5.37366 -0.45851 2.25178
50 C 4.46094 0.69710 2.64205
51 C 4.98483 2.08871 2.59949
52 H 4.51479 -4.58465 2.80870
53 H 5.61115 -5.16340 1.61744
54 H 4.14032 -4.37849 1.14830
55 H 6.45059 -3.06250 2.56841
56 H 6.02023 -2.69198 0.96173
57 H 4.14274 -1.85490 3.34733
58 H 3.73989 -1.82651 1.78752
59 H 6.34307 -0.46108 2.75012
60 H 5.52733 -0.31715 1.18197
61 H 3.51197 0.69755 2.10582
62 H 4.13145 0.57240 3.67354
63 H 4.26258 2.83929 2.92057
64 H 5.90783 2.15018 3.17601
65 H 5.28262 2.32367 1.57761

Cartesian forces, eV/Å:
C 0.3 0.5 -0.5
S 3.1 1.2 0.6
O -2.6 -0.3 -1.2
C -0.5 -0.6 1.0
H -0.5 -0.4 -0.2
H -0.4 0.0 0.7
H 0.2 0.0 -0.1
H 0.4 -0.4 0.1
H -0.2 -0.5 -0.1
H 0.1 0.6 -0.3
C -1.0 0.7 -0.1
S 0.7 0.9 0.6
O -0.1 -1.1 -0.3
C 0.0 0.0 -0.7
H -0.1 -0.5 -0.2
H -0.1 0.0 -0.2
H 0.5 -0.3 0.4
H -0.1 0.4 0.1
H 0.1 0.2 -0.1
H 0.2 -0.2 0.5
C -0.6 -0.1 0.8
Cl 0.4 0.2 -0.2
Cl 0.4 -0.1 -0.3
Cl 0.4 0.1 0.1
Cl -0.6 -0.2 -0.5
C 0.8 -0.2 -0.2
C -1.1 0.6 0.4
C 0.1 0.1 -0.9
C 0.9 0.2 0.3
C -0.3 -1.0 0.1
C 0.2 1.6 -0.9
H -0.2 -0.4 -0.6
H 0.4 0.2 -0.4
H -0.3 -0.2 0.6
H 0.1 0.2 -0.1
H 0.0 -0.1 0.0
H 0.0 -0.1 0.5
H -0.1 -0.2 0.2
H 0.1 -0.3 0.0
H 0.0 0.2 0.1
H -0.1 0.2 0.3
H -0.2 -0.4 0.5
H 0.1 0.3 0.1
H 0.0 -0.3 0.0
H -0.2 -0.6 0.3
C -1.3 -0.3 0.2
C 0.3 -0.8 0.4
C 0.0 -1.0 -0.3
C -1.2 0.8 -1.0
C -0.9 -0.2 1.5
C 1.2 0.5 -0.8
H 0.0 0.1 0.2
H 0.5 0.4 -0.1
H -0.1 0.2 -0.2
H 0.1 0.6 0.4
H -0.2 0.3 -0.2
H 0.8 -0.5 0.7
H 0.1 0.4 -0.8
H -0.1 0.1 0.2
H 0.6 -0.1 -0.2
H 0.1 -0.5 -0.4
H 0.0 -0.4 0.3
H 0.1 -0.1 0.2
H -0.1 0.3 0.3
H 0.0 0.3 -0.2



Computed, not measured: a 5-piece molecular cluster, C17H40Cl4O2S2 overall, with ωB97M-V/def2-TZVPD.

Computed properties:
- E (eV) = -94121.159
- total charge = +1
- 2S+1 = 2
- ΔE to the lowest compared entry with this formula, charge and spin (kJ/mol) = 0.0
- strongest force on any atom (eV Å⁻¹) = 2.78
- HOMO-LUMO gap (spin up / spin down) (eV) = 7.8 / 2.9
- ⟨S²⟩ = 0.757

Element x y z (Å)
1 C -1.24213 1.83426 1.44303
2 S -0.06655 0.50443 1.20296
3 O -0.34027 -0.07332 -0.15695
4 C 1.46001 1.40984 1.05810
5 H -1.20513 2.62816 0.69707
6 H -0.97299 2.27660 2.40220
7 H -2.25914 1.45206 1.35520
8 H 1.55192 2.30630 1.67130
9 H 1.49350 1.54818 -0.02257
10 H 2.26278 0.72196 1.32359
11 C -3.73352 -3.56614 1.93075
12 S -4.50056 -3.19709 0.25042
13 O -5.97207 -2.80515 0.42136
14 C -3.53819 -1.57372 0.01975
15 H -2.64664 -3.50351 1.87722
16 H -3.97475 -4.60233 2.16785
17 H -4.12831 -2.82399 2.62462
18 H -3.90593 -1.22294 -0.94452
19 H -2.46709 -1.76832 0.07429
20 H -3.71738 -0.76189 0.72467
21 C 1.24428 5.82695 3.47873
22 Cl 1.44733 4.03666 3.69679
23 Cl 0.36459 6.14792 1.94304
24 Cl 0.33304 6.35614 4.89699
25 Cl 2.80710 6.67008 3.47626
26 C -2.23796 0.08584 -3.50768
27 C -1.87920 1.50996 -3.60564
28 C -0.41621 1.66348 -4.11664
29 C 0.17338 3.10552 -3.78888
30 C 0.81144 3.22285 -2.36243
31 C 1.18708 4.66403 -2.03933
32 H -1.97910 -0.54459 -4.35836
33 H -3.31571 -0.06496 -3.44590
34 H -1.68553 -0.41754 -2.71426
35 H -2.55634 1.98304 -4.31681
36 H -2.07254 2.11286 -2.71838
37 H -0.52708 1.58015 -5.19778
38 H 0.30205 0.89856 -3.82153
39 H 0.89490 3.35706 -4.56621
40 H -0.66759 3.77770 -3.95932
41 H 0.07063 2.95011 -1.61083
42 H 1.73901 2.65043 -2.37038
43 H 1.56483 4.63256 -1.01737
44 H 1.97875 5.14272 -2.61572
45 H 0.32456 5.32945 -2.07625
46 C 3.54433 -2.31928 -1.32599
47 C 3.11827 -3.22502 -0.15990
48 C 2.24889 -2.62334 0.93363
49 C 1.75903 -3.80100 1.80225
50 C 0.89723 -3.24318 2.96195
51 C 0.42062 -4.38981 3.82926
52 H 2.73477 -1.76165 -1.79691
53 H 4.06357 -2.88242 -2.10146
54 H 4.19900 -1.53253 -0.95112
55 H 2.60491 -4.02128 -0.69892
56 H 3.91155 -3.65246 0.45337
57 H 1.39239 -2.08413 0.52895
58 H 2.91189 -1.90305 1.41292
59 H 1.21223 -4.52485 1.19798
60 H 2.67972 -4.17392 2.25098
61 H 1.46720 -2.49368 3.51103
62 H 0.01534 -2.78473 2.51452
63 H 1.15618 -5.19013 3.91010
64 H 0.18542 -4.04417 4.83590
65 H -0.52603 -4.80943 3.48884

Cartesian forces, eV/Å:
C -0.6 0.2 0.2
S -0.6 1.1 -1.2
O 0.1 -0.2 0.7
C 1.0 -1.0 -0.2
H 0.8 -0.3 -0.4
H -0.4 -0.1 0.2
H 0.1 -0.3 0.6
H -0.5 0.0 -0.1
H 0.2 0.6 0.0
H 0.0 0.0 0.0
C -0.5 0.1 -0.9
S -0.9 1.8 1.2
O 2.6 -0.7 0.0
C -0.6 -0.6 -0.1
H 0.0 0.2 -0.3
H -0.3 0.2 0.2
H -0.1 -0.3 0.1
H 0.5 0.0 -0.1
H 0.0 -0.3 -0.6
H -0.6 -0.4 0.5
C -0.1 0.1 0.2
Cl 0.2 0.4 -0.3
Cl 0.4 -0.2 0.8
Cl -0.1 0.1 -0.4
Cl -0.5 -0.6 -0.2
C -0.6 -1.7 0.3
C 1.1 0.9 -0.8
C -0.3 2.0 0.0
C -0.4 -1.7 0.0
C -0.4 1.2 -2.2
C 0.1 0.2 0.7
H 0.3 0.5 -0.5
H 0.0 -0.1 0.6
H -0.3 0.0 0.5
H 0.2 0.1 -0.4
H 0.2 -0.4 0.6
H 0.4 0.0 -0.1
H -0.3 -0.2 0.4
H 0.3 0.1 0.2
H 0.1 0.4 0.4
H 0.1 -0.6 0.1
H -0.2 -0.5 0.4
H 0.0 0.5 0.3
H 0.0 -0.4 -0.4
H -0.1 0.0 0.1
C 0.7 0.6 0.9
C -0.6 0.1 -1.1
C -0.2 -0.8 -1.1
C 0.4 2.6 1.0
C 0.1 -1.2 -1.0
C -0.5 0.1 1.0
H -0.4 -0.4 0.1
H 0.0 0.1 0.1
H 0.4 0.0 -0.1
H -0.2 -0.5 0.6
H 0.6 -0.2 -0.8
H -0.2 0.2 -0.2
H -0.2 0.0 0.8
H 0.2 -0.1 0.1
H -0.2 -0.8 -0.1
H 0.0 0.0 0.1
H -0.1 0.5 0.0
H 0.0 0.0 0.0
H 0.2 0.0 0.2
H 0.1 -0.2 -0.4